DFT (wB97M-V/def2-TZVPD) results for the molecule C5H8O2.

Its frontier orbital gap (spin up / spin down) is 7.27 / 7.28 eV. For the highest occupied orbital energy (spin up / spin down), the calculation gives -7.32 / -7.32 eV.

Structure (ORCA input):
```
! RIJCOSX wB97M-V def2-TZVPD def2/J DEFGRID3
* xyz 0 1
C -0.1970 1.3237 -0.2403
C -0.2731 -0.1042 0.1583
C -1.0059 -1.2210 -0.5114
C -1.3322 -0.8360 0.9154
O 1.0623 -0.4478 0.6703
C 1.9588 0.3980 0.2512
O 2.2996 0.7864 -0.9568
H -0.6229 1.5133 -1.2359
H 1.4322 1.0952 -1.3205
H -0.6667 1.9972 0.4812
H -1.7039 -0.9536 -1.3001
H -0.4931 -2.1677 -0.6577
H -2.2465 -0.2858 1.1179
H -1.0238 -1.5269 1.6955
H 2.8122 0.4292 0.9329
*
```

=====

DFT (wB97M-V/def2-TZVPD) results for the molecule C5H8O2 at a distorted geometry.

Its frontier orbital gap is 9.84 eV. For the highest occupied orbital energy, the calculation gives -9.11 eV. The SMILES is O=C1CC[C@@H]1CO.

Structure (ORCA input):
```
! RIJCOSX wB97M-V def2-TZVPD def2/J DEFGRID3
* xyz 0 1
O 2.4317 0.3912 0.6467
C 1.6109 -0.5241 -0.0955
C 0.1325 -0.3489 0.3446
C -0.5141 0.9634 -0.1096
C -1.8558 0.2897 -0.2597
C -1.4842 -1.0314 0.2331
O -2.1181 -2.0172 0.4865
H 2.8936 0.9949 0.0477
H 1.9627 -1.5429 0.0918
H 1.7457 -0.3130 -1.1641
H 0.1054 -0.4209 1.4308
H -0.4429 1.7869 0.6025
H -0.1829 1.3312 -1.0863
H -1.5015 -0.3842 -1.2217
H -2.7829 0.8252 0.0531
*
```

=====

DFT (wB97M-V/def2-TZVPD) results for a cluster of 2 separate species, C5H8O2 in total at a distorted geometry.

Its frontier orbital gap is 9.89 eV. For the highest occupied orbital energy, the calculation gives -9.02 eV. The SMILES is C=C(C)O.C=C=O.

Structure (ORCA input):
```
! RIJCOSX wB97M-V def2-TZVPD def2/J DEFGRID3
* xyz 0 1
C 0.8475 1.5945 -0.3798
C 0.8368 0.4106 0.5400
O 1.9610 -0.3400 0.3858
C -0.1552 0.1169 1.3888
C -1.7566 -0.9159 -0.9680
C -0.7087 -1.6212 -0.6038
O 0.1764 -2.3511 -0.3594
H 1.5098 2.3700 0.0152
H 1.2291 1.2971 -1.3619
H -0.1537 2.0170 -0.4977
H 1.7681 -1.2607 0.6180
H -0.1298 -0.7517 2.0406
H -1.0460 0.7323 1.4303
H -2.5179 -1.4234 -1.5419
H -1.8607 0.1254 -0.7061
*
```

=====

DFT (wB97M-V/def2-TZVPD) results for the molecule C5H8O2 at a distorted geometry.

Its frontier orbital gap is 10.66 eV. For the highest occupied orbital energy, the calculation gives -9.75 eV. The SMILES is C[C@@]1(O)C[C@H]2O[C@H]21.

Structure (ORCA input):
```
! RIJCOSX wB97M-V def2-TZVPD def2/J DEFGRID3
* xyz 0 1
C 1.5066 0.6433 -0.3431
C 0.3633 -0.0233 0.3878
O 0.6936 -0.3638 1.7213
C -1.0289 0.6805 0.4730
C -1.6431 -0.4770 -0.3070
O -1.0449 -0.3432 -1.5586
C -0.3459 -1.1199 -0.4703
H 1.1893 0.8819 -1.3613
H 1.8326 1.5561 0.1618
H 2.3584 -0.0475 -0.4024
H 1.4109 -1.0090 1.7224
H -1.3645 0.7753 1.5025
H -1.1214 1.6288 -0.0662
H -2.6310 -0.9120 -0.2351
H -0.1750 -1.8706 -1.2248
*
```

=====

Q: Number 1 is which compound?
A: C5H8O2